No. 1
Formula: C3H10N2O
Source: the Open Molecules 2025 dataset
Level of theory: the ωB97M-V functional and the def2-TZVPD basis

## Properties
**HOMO-LUMO gap**: 9.987 eV
**Relative energy (zero: lowest compared OMol25 entry of this formula, charge and spin)**: 1.4374 eV
**Energy**: -305.02182 hartree

Atoms and positions in Å:
C1 -1.37769 0.34463 0.00057
C2 -0.54923 -0.75223 -0.63992
N1 0.76244 -0.82545 0.03735
C3 1.31668 -1.90578 0.35182
N2 0.91806 -3.20649 -0.00043
H1 -2.43127 0.09562 -0.17331
H2 -1.31681 0.33865 1.08730
H3 -1.27455 1.35876 -0.39252
H4 -1.06930 -1.63046 -0.23254
H5 -0.40215 -0.71946 -1.71263
H6 2.23480 -1.82747 0.93299
H7 0.01293 -3.22709 -0.42259
H8 1.26012 -3.88855 0.63762
O1 1.03410 5.35558 0.15322
H9 0.56549 4.50212 0.09320
H10 0.31638 5.98762 0.27986



No. 2
Formula: C3H10N2O
Source: the Open Molecules 2025 dataset
Level of theory: the ωB97M-V functional and the def2-TZVPD basis

## Properties
**HOMO-LUMO gap**: 8.969 eV
**Relative energy (zero: lowest compared OMol25 entry of this formula, charge and spin)**: 2.8258 eV
**Energy**: -304.97080 hartree

Atoms and positions in Å:
C1 -2.86405 -0.44274 -0.28889
C2 -1.80291 -1.01249 -0.94790
N1 -1.14233 -2.17874 -0.69363
H1 -3.58333 0.31181 -0.70476
H2 -2.97803 -0.75990 0.81542
H3 -1.41784 -0.36578 -1.80618
H4 -0.78701 -2.63082 -1.47847
H5 -1.53154 -2.68761 0.09539
N2 1.90165 0.32761 1.25824
C3 2.39521 1.66748 0.74000
O1 1.78028 2.15467 -0.53797
H6 1.36675 -0.09911 0.49597
H7 1.18042 0.45097 1.98283
H8 2.03716 2.34035 1.52673
H9 3.52996 1.59562 0.61439
H10 1.91561 1.32869 -1.07119



No. 3
Formula: C3H10N2O
Source: the Open Molecules 2025 dataset
Level of theory: the ωB97M-V functional and the def2-TZVPD basis

## Properties
**HOMO-LUMO gap**: 9.394 eV
**Relative energy (zero: lowest compared OMol25 entry of this formula, charge and spin)**: 1.4413 eV
**Energy**: -305.02168 hartree

Atoms and positions in Å:
N1 2.52470 0.02677 1.04331
C1 2.17355 0.20958 -0.26111
O1 2.49922 -0.46753 -1.19842
H1 2.34339 0.87070 1.57501
H2 2.87405 -0.85543 1.36933
H3 1.44609 1.09562 -0.40768
C2 -1.87493 0.15589 -1.29730
N2 -0.91973 -0.59927 -0.45445
C3 -1.14576 -0.38793 0.98649
H4 -2.88484 0.08648 -0.87137
H5 -1.60741 1.21561 -1.32487
H6 -1.72840 -0.09833 -2.34528
H7 0.02705 -0.31155 -0.69239
H8 -1.28941 0.67955 1.20630
H9 -0.28726 -0.77068 1.55459
H10 -2.15031 -0.84949 1.11783



No. 4
Formula: C3H10N2O
Source: the Open Molecules 2025 dataset
Level of theory: the ωB97M-V functional and the def2-TZVPD basis

## Properties
**HOMO-LUMO gap**: 10.055 eV
**Relative energy (zero: lowest compared OMol25 entry of this formula, charge and spin)**: 4.2598 eV
**Energy**: -304.91811 hartree

Atoms and positions in Å:
C1 1.49014 1.50659 0.38372
C2 0.52123 0.74771 -0.50966
N1 -0.11678 -0.32197 0.19998
C3 0.54539 -1.59698 0.07476
O1 -1.49286 -0.39828 -0.51198
N2 -2.60358 -0.35254 0.33651
H1 2.38713 0.91962 0.57045
H2 1.01937 1.73716 1.33624
H3 1.77766 2.44110 -0.09406
H4 0.99808 0.43807 -1.45371
H5 -0.35757 1.38046 -0.78565
H6 -0.08554 -2.35944 0.52828
H7 1.49423 -1.54068 0.60883
H8 0.74249 -1.87577 -0.96974
H9 -3.16074 0.46528 0.10404
H10 -3.15864 -1.19033 0.18198



No. 5
Formula: C3H10N2O
Source: the Open Molecules 2025 dataset
Level of theory: the ωB97M-V functional and the def2-TZVPD basis

## Properties
**HOMO-LUMO gap**: 7.683 eV
**Relative energy (zero: lowest compared OMol25 entry of this formula, charge and spin)**: 2.6489 eV
**Energy**: -304.97730 hartree

Atoms and positions in Å:
C1 0.08114 -0.89276 -2.29843
C2 -0.11837 -0.05965 -1.10079
N1 -1.34375 0.34452 -0.57754
C3 0.99135 0.07503 -0.32563
N2 1.10648 0.66089 0.88066
H1 0.17468 -2.01276 -2.10030
H2 -0.87496 -0.74876 -2.89122
H3 0.86161 -0.54404 -3.04820
H4 -2.22023 -0.27117 -0.91407
H5 -1.55394 0.41743 0.35378
H6 1.90907 -0.42165 -0.63861
H7 0.60538 1.42604 0.88623
H8 1.97291 0.67523 1.39909
O1 -0.23302 0.52122 3.68344
H9 -0.94036 0.03157 3.98715
H10 -0.41799 0.79887 2.70443



No. 6
Formula: C3H10N2O
Source: the Open Molecules 2025 dataset
Level of theory: the ωB97M-V functional and the def2-TZVPD basis

## Properties
**HOMO-LUMO gap**: 9.916 eV
**Relative energy (zero: lowest compared OMol25 entry of this formula, charge and spin)**: 1.2806 eV
**Energy**: -305.02759 hartree

Atoms and positions in Å:
N1 2.52703 -0.68270 -0.15840
C1 1.31901 -0.11963 0.39094
C2 0.02593 -0.21493 -0.59660
C3 -1.18801 -0.04229 0.26221
N2 -1.41350 1.31908 0.62312
O1 -2.29278 -0.54696 -0.69099
H1 2.44092 -1.68562 -0.28464
H2 2.75057 -0.26571 -1.05551
H3 1.49662 0.94446 0.56415
H4 1.14076 -0.58418 1.36344
H5 0.03767 -1.20514 -1.04993
H6 0.09631 0.57299 -1.34660
H7 -1.20503 -0.75848 1.09684
H8 -2.38905 1.53289 0.79386
H9 -0.86623 1.59315 1.42812
H10 -2.48022 0.14307 -1.34001